A.
The following is a DFT calculation (ωB97M-V/def2-TZVPD) of one molecule with the formula C3H2N2.

Geometry (Å):
1 C 0.9540 1.3373 0.0374
2 C 2.7292 0.7231 0.0117
3 N 2.5946 -0.5535 -0.0418
4 N 1.3681 -0.7967 0.0332
5 C 0.2637 0.1230 0.0029
6 H -0.4534 -0.1217 0.6727
7 H -0.0163 0.0363 -0.9744

For the frontier orbital gap (alpha / beta), the calculation gives 7.3319 / 7.4029 eV. The HOMO energy (alpha / beta) comes out at -9.2 / -9.4 eV. The LUMO energy (alpha / beta) comes out at -1.8666 / -1.9488 eV.



B.
The following is a DFT calculation (ωB97M-V/def2-TZVPD) of C3H2N2 as an isolated structure.

Geometry (Å):
1 C 0.4990 0.5860 0.1275
2 C 1.7847 0.9249 -0.1349
3 C 2.5779 -0.9272 -0.0643
4 N 2.8960 0.2699 0.0794
5 N 0.5301 -0.7169 0.1214
6 H -0.3973 1.3334 0.2064
7 H 0.1663 -1.2319 -0.6520

For the frontier orbital gap (alpha / beta), the calculation gives 8.0213 / 8.0206 eV. The HOMO energy (alpha / beta) comes out at -9.2 / -9.2 eV. The LUMO energy (alpha / beta) comes out at -1.1733 / -1.1749 eV.



C.
The following is a DFT calculation (ωB97M-V/def2-TZVPD) of C3H2N2 as an isolated structure.

Geometry (Å):
1 C 0.8026 0.8111 0.0130
2 C -0.4603 -0.9513 0.0532
3 C -0.5506 1.0280 -0.0050
4 N -1.4431 -0.0453 0.0164
5 N 0.7897 -0.4734 0.0117
6 H 1.4339 1.6794 0.1246
7 H -0.5721 -2.0485 -0.2139

For the frontier orbital gap (alpha / beta), the calculation gives 7.1966 / 7.5961 eV. The HOMO energy (alpha / beta) comes out at -9.7 / -9.7 eV. The LUMO energy (alpha / beta) comes out at -2.5290 / -2.1399 eV.



The structure with the most favorable energy is C; the runner-up is 36.5 kcal/mol above it.



A.
The following is a DFT calculation (ωB97M-V/def2-TZVPD) of one molecule with the formula C3H2N2.

Geometry (Å):
1 N -2.6010 -0.2783 0.3665
2 C -1.5346 0.0114 0.0517
3 N -0.3712 0.2102 -0.4684
4 C 1.0967 -0.6301 -0.1736
5 C 0.8056 0.5703 0.1691
6 H 1.5404 -1.2410 -0.8980
7 H 1.0640 1.3575 0.9526

For the frontier orbital gap, the calculation gives 9.4129 eV. The HOMO energy comes out at -9.4 eV. The LUMO energy comes out at 0.0160 eV.



B.
The following is a DFT calculation (ωB97M-V/def2-TZVPD) of C3H2N2 as an isolated structure.

Geometry (Å):
1 C -0.2327 -0.3961 -0.4936
2 C -0.3621 0.4931 0.4661
3 C -2.0376 0.2057 -1.1323
4 N -2.6663 0.8529 -0.2364
5 N -1.6378 1.0513 0.4832
6 H 0.1874 -1.1524 -1.0676
7 H 0.4261 0.7424 1.1199

For the frontier orbital gap (alpha / beta), the calculation gives 7.3153 / 7.2758 eV. The HOMO energy (alpha / beta) comes out at -8.8 / -8.8 eV. The LUMO energy (alpha / beta) comes out at -1.4737 / -1.4801 eV.



The structure with the most favorable energy is A; the runner-up is 68.5 kcal/mol above it.



A.
The following is a DFT calculation (ωB97M-V/def2-TZVPD) of a 2-piece molecular cluster, C8H7NOS overall.

Geometry (Å):
1 O -1.4122 1.9635 0.4610
2 C -0.2469 1.8730 0.8211
3 C 0.5922 0.7903 0.2858
4 C 1.4968 0.2021 1.1257
5 C 2.3598 -0.7827 0.6198
6 C 2.1446 -1.3680 -0.6273
7 C 1.0895 -0.8139 -1.4105
8 C 0.2375 0.1741 -0.9079
9 H 0.1187 2.5396 1.5398
10 H 1.4876 0.7496 2.1052
11 H 3.1546 -1.1661 1.3542
12 H 2.6921 -2.1838 -1.0016
13 H 0.9260 -1.3108 -2.4241
14 H -0.5733 0.6028 -1.4267
15 N -3.0886 -0.1639 -0.7514
16 C -3.8437 -0.5622 0.0666
17 S -4.6737 -1.2501 1.1182
18 H -2.4610 0.7064 -0.9479

For the frontier orbital gap, the calculation gives 8.8496 eV. The HOMO energy comes out at -9.1 eV. The LUMO energy comes out at -0.2509 eV.



B.
The following is a DFT calculation (ωB97M-V/def2-TZVPD) of one molecule with the formula C8H7NOS.

Geometry (Å):
1 C -2.4363 -0.2072 -0.7601
2 C -1.0987 -0.4844 -0.1614
3 S -0.9316 -1.8950 0.9412
4 C 0.2653 -1.0875 1.8970
5 C 0.6126 0.1412 1.4735
6 C 1.5000 0.9896 2.1461
7 N 2.2230 1.7129 2.6699
8 C -0.0590 0.5649 0.2089
9 C 0.3091 -0.1758 -1.0415
10 C 1.3670 -0.1645 -1.9384
11 O 2.4478 0.6287 -1.8174
12 H -2.7025 -0.9487 -1.5108
13 H -2.4339 0.7744 -1.2269
14 H -3.1848 -0.2228 0.0343
15 H 0.6540 -1.5985 2.7570
16 H -0.3118 1.6226 0.1423
17 H 1.3847 -0.8035 -2.8053
18 H 2.3951 1.1536 -1.0084

For the frontier orbital gap, the calculation gives 8.9120 eV. The HOMO energy comes out at -8.5 eV. The LUMO energy comes out at 0.3835 eV.



The structure with the most favorable energy is A; the runner-up is 37.0 kcal/mol above it.



A.
The following is a DFT calculation (ωB97M-V/def2-TZVPD) of an isolated ion of composition C2H6N5 and charge +1.

Geometry (Å):
1 C 0.2538 -0.1171 0.1766
2 C -0.2268 0.3896 -1.1165
3 N -2.9502 0.4785 0.7044
4 N 0.0823 0.3699 1.3455
5 N -1.9840 0.8168 1.1394
6 N -0.9901 1.0318 1.7904
7 N 1.4809 -0.9629 0.1457
8 H -1.3391 0.4972 -1.1487
9 H 0.0559 -0.4073 -1.8541
10 H 0.2267 1.3878 -1.5810
11 H 1.5349 -2.0493 0.1986
12 H 2.0069 -0.6184 0.9951
13 H 1.8488 -0.8165 -0.7954

For the frontier orbital gap, the calculation gives 9.3811 eV. The HOMO energy comes out at -13.8 eV. The LUMO energy comes out at -4.4251 eV. As for the charge: +1.



B.
The following is a DFT calculation (ωB97M-V/def2-TZVPD) of a 2-piece molecular cluster, C2H6N5 overall.

Geometry (Å):
1 C -0.0161 0.0329 0.7068
2 C 0.5130 -1.2505 0.9884
3 N 0.9760 -1.9425 0.0201
4 N 1.1762 -1.3762 -1.1757
5 N 1.1137 -0.1778 -1.3581
6 N 0.5229 0.5816 -0.4472
7 N -0.7455 0.9256 1.3758
8 H -1.4184 0.1470 -2.3207
9 H 0.5563 -1.5764 2.0304
10 H -0.6923 0.2294 -2.3631
11 H 0.4032 1.6251 -0.3834
12 H -1.5186 0.8688 2.0559
13 H -0.8703 1.9132 0.8709

For the frontier orbital gap, the calculation gives 9.1929 eV. The HOMO energy comes out at -15.3 eV. The LUMO energy comes out at -6.1270 eV. As for the charge: +1.



The structure with the most favorable energy is A; the runner-up is 15.1 kcal/mol above it.



A.
The following is a DFT calculation (ωB97M-V/def2-TZVPD) of one molecule with the formula C3H2N2S2.

Geometry (Å):
1 C 0.1130 0.3327 0.7946
2 C -0.2685 0.5136 -0.5849
3 C -0.4250 2.3302 0.4522
4 N 0.0011 1.4770 1.4231
5 N -0.5933 1.7692 -0.7716
6 S -0.7175 3.9795 0.6826
7 S -1.1537 4.6114 -1.0811
8 H 0.4596 -0.5571 1.2842
9 H -0.3094 -0.2132 -1.3741

For the frontier orbital gap, the calculation gives 6.1220 eV. The HOMO energy comes out at -8.9 eV. The LUMO energy comes out at -2.7373 eV.



B.
The following is a DFT calculation (ωB97M-V/def2-TZVPD) of one molecule with the formula C3H2N2S2.

Geometry (Å):
1 C 0.0824 -0.5999 -0.3705
2 C -0.3238 -0.2742 0.9130
3 C -0.4701 -2.7057 0.2134
4 N 0.2508 -2.0201 -0.5466
5 N -0.8631 -1.1038 1.8183
6 S -0.6120 -4.3060 0.9506
7 S -1.7442 -2.3560 1.2971
8 H 0.6821 0.1077 -0.8705
9 H 0.0550 0.6244 1.4633

For the frontier orbital gap (alpha / beta), the calculation gives 6.5146 / 6.3589 eV. The HOMO energy (alpha / beta) comes out at -8.3 / -8.2 eV. The LUMO energy (alpha / beta) comes out at -1.7485 / -1.8392 eV.



The structure with the most favorable energy is A; the runner-up is 54.5 kcal/mol above it.



A.
The following is a DFT calculation (ωB97M-V/def2-TZVPD) of one molecule with the formula C3H2N2S2.

Geometry (Å):
1 S 3.1195 -2.7735 -0.7416
2 C 2.5778 -1.4302 -0.3549
3 N 2.0313 -0.3970 -0.0405
4 C 0.9337 0.3500 0.1104
5 N -0.3410 0.0793 0.2431
6 C -1.1097 -0.7907 0.7280
7 S -1.1208 -1.4615 2.2434
8 H 1.0396 1.4117 0.1011
9 H -2.0078 -1.0572 -0.0154

For the frontier orbital gap, the calculation gives 7.2694 eV. The HOMO energy comes out at -8.4 eV. The LUMO energy comes out at -1.0950 eV.



B.
The following is a DFT calculation (ωB97M-V/def2-TZVPD) of a 2-piece molecular cluster, C3H2N2S2 overall.

Geometry (Å):
1 C -1.4902 -0.2277 1.1419
2 C 0.8990 -0.3969 1.6995
3 C -0.1952 -0.5330 0.8322
4 N -2.5887 0.0808 1.3895
5 N 1.6873 -0.5202 2.5247
6 S 0.2894 -0.7190 -0.8966
7 S 0.7487 1.2257 -3.1052
8 H -0.9266 -0.7274 -1.2464
9 H 1.5763 1.8177 -2.3395

For the frontier orbital gap (alpha / beta), the calculation gives 6.9239 / 7.5647 eV. The HOMO energy (alpha / beta) comes out at -9.6 / -10.3 eV. The LUMO energy (alpha / beta) comes out at -2.7165 / -2.7676 eV.



The structure with the most favorable energy is A; the runner-up is 36.5 kcal/mol above it.



A.
The following is a DFT calculation (ωB97M-V/def2-TZVPD) of a 2-piece molecular cluster, C3H10N2 overall.

Geometry (Å):
1 C -1.7018 1.9821 5.8648
2 C -2.9712 1.6534 5.5914
3 H -0.9683 2.0062 5.0651
4 H -1.4463 2.1496 6.9836
5 H -3.5318 1.7857 4.6335
6 H -3.6712 1.3233 6.2983
7 N 2.4121 -2.1752 -4.4566
8 C 2.0229 -0.8385 -3.7392
9 N 0.5569 -0.4189 -3.7868
10 H 1.7723 -2.2088 -5.1937
11 H 2.1178 -2.8658 -3.8240
12 H 2.3751 -1.0035 -2.6889
13 H 2.6710 0.0214 -4.0998
14 H 0.2897 -0.0974 -2.8072
15 H 0.0727 -1.3139 -3.8405

The spin multiplicity is 2. For the frontier orbital gap (alpha / beta), the calculation gives 4.7017 / 0.7878 eV. The HOMO energy (alpha / beta) comes out at -11.2 / -11.2 eV. The LUMO energy (alpha / beta) comes out at -6.5341 / -10.4480 eV. As for the charge: +1.



B.
The following is a DFT calculation (ωB97M-V/def2-TZVPD) of a 2-piece molecular cluster, C3H10N2 overall.

Geometry (Å):
1 C -1.0703 0.1265 -2.6438
2 C -1.9010 0.0088 -3.6788
3 H -0.1966 -0.4725 -2.4487
4 H -1.0320 1.1662 -2.3408
5 H -1.8996 -0.7838 -4.4191
6 H -2.5878 0.8304 -3.8505
7 N 1.5940 0.3084 1.0719
8 C 1.1712 -0.5897 2.0794
9 N -0.0153 -0.0185 2.7506
10 H 1.9758 1.1886 1.3844
11 H 1.1980 0.1862 0.1437
12 H 0.9646 -1.6115 1.7574
13 H 1.8889 -0.7795 2.8750
14 H -0.9439 -0.0891 2.3498
15 H 0.2222 0.9497 2.9921

The spin multiplicity is 2. For the frontier orbital gap (alpha / beta), the calculation gives 9.2608 / 4.3657 eV. The HOMO energy (alpha / beta) comes out at -12.9 / -12.9 eV. The LUMO energy (alpha / beta) comes out at -3.6166 / -8.5119 eV. As for the charge: +1.



The structure with the most favorable energy is B; the runner-up is 49.7 kcal/mol above it.



A.
The following is a DFT calculation (ωB97M-V/def2-TZVPD) of C4H6NS as an isolated structure.

Geometry (Å):
1 C -0.1819 0.4642 -0.0004
2 C -1.3407 1.3663 0.0171
3 C -1.5121 -0.1383 -0.0166
4 C 2.1382 -1.3252 0.0137
5 N 1.0436 0.3170 0.0033
6 S 2.6736 0.3769 -0.0091
7 H -1.5254 1.9166 0.9320
8 H -1.5544 1.9285 -0.8851
9 H -1.8322 -0.5878 -0.9481
10 H -1.8558 -0.6831 0.8532
11 H 2.0058 -1.8165 0.9634
12 H 1.9413 -1.8186 -0.9234

For the frontier orbital gap, the calculation gives 9.0942 eV. The HOMO energy comes out at -14.5 eV. The LUMO energy comes out at -5.4164 eV. As for the charge: +1.



B.
The following is a DFT calculation (ωB97M-V/def2-TZVPD) of a 2-piece molecular cluster, C4H6NS overall.

Geometry (Å):
1 C -0.2697 2.6872 -0.0414
2 C -1.0413 -0.6688 -0.0445
3 C -0.2203 1.4884 -0.0373
4 C 1.3445 -0.3200 -0.0107
5 N -0.0252 0.1502 -0.0241
6 S -2.6554 -0.1197 -0.0992
7 H -0.7977 4.5054 0.0039
8 H -0.8287 -1.7299 -0.0255
9 H 1.6258 -0.6980 -0.9957
10 H 1.4669 -1.1183 0.7217
11 H 2.0039 0.5068 0.2445
12 H -3.2187 -1.3338 -0.1086

For the frontier orbital gap, the calculation gives 8.6572 eV. The HOMO energy comes out at -14.2 eV. The LUMO energy comes out at -5.5236 eV. As for the charge: +1.



The structure with the most favorable energy is A; the runner-up is 40.2 kcal/mol above it.